ORCA calculation (wB97M-V/def2-TZVPD) on a structure of composition C28H54LaOP2 at a distorted geometry.

```
86
Properties=species:S:1:pos:R:3
La -0.32 -0.30 -0.44
C -2.39 1.74 0.00
C -2.81 0.87 -1.06
C -2.92 -0.29 0.94
C -2.54 1.05 1.22
C -3.03 -0.44 -0.47
C -2.11 3.21 -0.09
H -1.84 3.55 -1.09
H -1.28 3.50 0.59
H -2.99 3.80 0.22
C -2.50 1.74 2.54
H -3.02 2.70 2.47
H -1.48 1.94 2.87
H -3.02 1.16 3.31
C -3.35 -1.32 1.91
H -4.45 -1.34 2.04
H -2.90 -1.20 2.89
H -3.11 -2.33 1.55
C -3.26 -1.73 -1.17
H -4.26 -1.80 -1.62
H -3.13 -2.59 -0.49
H -2.55 -1.90 -2.00
C -3.34 1.36 -2.36
H -4.29 1.89 -2.21
H -3.52 0.53 -3.06
H -2.65 2.08 -2.82
C 1.56 0.35 -1.89
C 0.49 1.20 -2.19
C 0.01 1.46 -3.60
C -0.87 0.40 -4.28
C -0.96 -0.94 -3.62
C 0.12 -1.71 -3.38
C 1.50 -1.35 -3.84
C 2.32 -0.39 -2.95
H 0.87 1.64 -4.25
H -0.51 0.29 -5.32
H -0.57 2.39 -3.57
H 2.80 0.33 -3.62
H 2.13 0.51 -0.95
H 0.23 2.02 -1.49
H 3.13 -0.96 -2.47
H 2.07 -2.29 -3.96
H -0.02 -2.76 -3.11
H 1.47 -0.93 -4.86
H -1.90 0.79 -4.37
H -1.96 -1.38 -3.65
P 2.00 2.59 0.50
C 1.74 3.80 1.84
H 2.66 4.38 1.99
H 1.46 3.30 2.77
H 0.94 4.48 1.52
C 3.65 1.86 0.94
H 4.26 2.63 1.44
H 4.17 1.53 0.02
H 3.52 0.99 1.60
C 2.54 3.72 -0.84
H 2.84 3.15 -1.73
H 3.39 4.30 -0.47
H 1.70 4.38 -1.08
P 1.10 -3.19 -0.34
C -0.12 -4.40 -0.99
H 0.41 -5.22 -1.49
H -0.83 -3.93 -1.69
H -0.68 -4.79 -0.13
C 2.57 -3.37 -1.42
H 2.34 -3.17 -2.47
H 2.97 -4.39 -1.32
H 3.33 -2.65 -1.07
C 1.78 -4.23 1.00
H 2.26 -5.13 0.58
H 0.97 -4.53 1.67
H 2.54 -3.66 1.55
C -0.45 -0.91 3.93
C 0.71 -0.54 3.02
C 1.37 0.71 3.57
C 1.68 -1.69 3.03
O 0.27 -0.28 1.68
H -0.08 -0.89 4.97
H -0.78 -1.93 3.72
H -1.27 -0.21 3.82
H 1.72 0.52 4.59
H 2.23 0.99 2.95
H 0.65 1.53 3.59
H 1.15 -2.58 2.70
H 2.54 -1.49 2.39
H 2.03 -1.87 4.06
```

## Properties
Max |F| ... 7.100 eV Å⁻¹
ΔE to the lowest compared entry with this formula, charge and spin ... 0.0 kcal/mol
Highest occupied orbital energy ... -9.6 eV
Total charge ... +1
Gap between HOMO and LUMO ... 5.598 eV